[1]
Entry from the Open Molecules 2025 dataset: a structure of composition C5H12N2O at a distorted geometry (ωB97M-V/def2-TZVPD).

Results
Relative energy (zero: lowest compared OMol25 entry of this formula, charge and spin) in kcal/mol: 83.8
Frontier orbital gap in eV: 8.672
Multiplicity: 1
Total energy in eV: -10404.789
Net charge: 0
LUMO energy in Ha: 0.0246

Structure (XYZ):
```
20
Properties=species:S:1:pos:R:3:forces:R:3
C -0.2022 0.0308 -2.0969 0.3 0.2 0.2
C -1.5362 -0.3622 -1.7053 -1.6 -1.5 -1.2
O -2.1647 0.7799 0.0508 -1.2 -0.9 -0.3
N -2.6163 -0.8315 -1.6441 1.8 0.3 -0.4
H -2.4560 1.6716 0.2770 -0.2 -0.2 0.0
H -2.8997 -0.0824 -0.6184 1.1 2.2 1.6
H 0.0195 -0.4126 -3.0701 -0.1 0.0 0.1
H -0.1400 1.1163 -2.1648 -0.1 0.0 0.0
H 0.5221 -0.3162 -1.3562 0.0 0.0 0.0
C 1.1504 1.1406 1.2774 0.0 -0.1 0.0
C 1.0657 -0.3548 1.1322 0.1 0.0 0.0
N -0.1669 -0.8741 1.4898 0.0 0.0 -0.1
C 2.1087 -1.0966 0.7269 -0.1 0.0 0.1
H -0.3063 -1.8537 1.2931 0.0 0.0 0.0
H -0.9693 -0.2949 1.2520 0.0 0.0 0.0
H 2.1129 1.5174 0.9368 0.0 0.0 0.0
H 0.3536 1.6225 0.7053 0.0 0.0 0.0
H 1.0120 1.4240 2.3229 0.0 0.0 0.0
H 3.0784 -0.6522 0.5648 0.0 0.1 0.0
H 2.0343 -2.1719 0.6268 0.0 0.0 0.0
```
Forces are in eV/Å.

These are the Mulliken partial charges, in e, on atoms 1 to 2:
1 C -0.579
2 C 0.550

[2]
Entry from the Open Molecules 2025 dataset: a structure of composition C29H30LiN6O2SSeSi at a distorted geometry (ωB97M-V/def2-TZVPD).

Results
Frontier orbital gap in eV: 4.787
Multiplicity: 1
Total energy in eV: -127865.738
Net charge: -1
LUMO energy in Ha: 0.0425

Structure (XYZ):
```
71
Properties=species:S:1:pos:R:3:forces:R:3
Li 0.8377 -0.5433 0.4190 -0.1 -0.1 0.1
N -2.3254 -0.4041 3.4254 -0.1 0.1 0.0
C -1.2808 -0.1399 2.5871 0.2 0.0 0.1
S 0.2715 -0.6774 3.0396 0.3 -0.1 -0.1
N -1.6229 0.5918 1.5374 -0.8 0.3 0.0
N -0.7265 0.6684 0.5686 0.5 0.1 0.0
C -0.9234 1.4924 -0.4071 -0.3 0.1 0.3
C -2.1002 2.3979 -0.4717 0.0 0.1 0.0
C -3.3808 1.8525 -0.5247 0.0 -0.1 -0.1
C -4.4885 2.6826 -0.5854 0.0 0.0 0.0
C -4.3326 4.0629 -0.5876 0.0 0.0 0.0
C -3.0602 4.6111 -0.5234 0.0 0.1 0.0
C -1.9489 3.7826 -0.4642 0.0 -0.2 0.0
C 0.0410 1.4391 -1.5092 0.1 0.0 -0.3
C -0.0724 2.2517 -2.6465 0.0 0.0 0.1
C 0.8532 2.1279 -3.6629 0.1 0.0 0.0
C 1.8689 1.1872 -3.5528 -0.1 0.1 0.0
C 1.9010 0.4172 -2.4031 0.1 0.0 0.0
N 1.0333 0.5386 -1.4111 -0.2 0.0 0.1
H -2.1665 -1.1043 4.1253 0.1 0.0 0.0
H -3.2447 -0.3577 3.0123 0.0 0.1 0.0
H -3.4849 0.7733 -0.5383 0.0 0.0 0.0
H -5.4825 2.2541 -0.6301 0.0 0.0 0.0
H -5.1999 4.7106 -0.6343 0.0 0.0 0.0
H -2.9332 5.6873 -0.5154 0.0 0.0 0.0
H -0.9534 4.2089 -0.4048 0.0 0.0 0.0
H -0.8827 2.9595 -2.7294 0.0 0.0 0.0
H 0.7843 2.7586 -4.5407 0.0 0.0 0.0
H 2.5999 1.0473 -4.3370 0.0 0.0 0.0
H 2.6685 -0.3415 -2.2702 0.0 0.0 0.0
O 6.2679 5.2724 0.5577 0.0 0.0 0.0
C 4.9288 5.0503 0.5973 0.1 0.2 0.0
O 4.1863 5.9909 0.6110 -0.1 0.0 0.0
C 4.4837 3.6345 0.6376 -0.3 -0.4 0.0
C 5.2979 2.5529 0.3027 0.0 0.3 0.0
C 4.8150 1.2609 0.3604 -0.2 -0.4 0.0
C 3.4980 1.0059 0.7615 0.6 0.8 0.1
C 2.6817 2.0947 1.0972 -0.1 -0.4 0.0
C 3.1636 3.3811 1.0230 0.2 0.2 0.0
N 2.9139 -0.2472 0.7286 -0.3 -0.7 -0.2
C 3.5205 -1.3581 0.8136 0.2 0.7 0.2
C 2.7842 -2.5988 0.5853 -0.2 -0.8 0.0
C 3.4306 -3.8313 0.5811 0.1 0.3 0.1
C 2.6749 -4.9789 0.3999 -0.2 -0.1 0.0
C 1.3040 -4.8600 0.2424 0.3 0.0 0.0
C 0.7432 -3.5848 0.2232 -0.2 -0.1 0.0
N 1.4661 -2.4888 0.3792 0.2 0.1 -0.1
H 6.7500 4.4418 0.6175 0.0 -0.1 0.0
H 6.3105 2.7041 -0.0569 0.0 0.0 0.0
H 5.4522 0.4400 0.0544 0.0 0.0 0.0
H 1.6648 1.8871 1.4113 0.0 0.0 0.0
H 2.5321 4.2283 1.2538 0.0 0.0 0.0
H 4.5763 -1.4421 1.0934 0.0 0.0 -0.1
H 4.5049 -3.8862 0.7091 0.0 0.0 0.1
H 3.1527 -5.9503 0.3854 0.0 0.0 0.0
H 0.6765 -5.7325 0.1273 0.0 0.0 0.0
H -0.3206 -3.4355 0.0531 0.0 0.1 0.0
C -2.7275 -4.6258 0.8139 -0.1 0.0 0.0
Si -3.6096 -3.2722 -0.1947 0.1 0.2 -0.2
C -4.8249 -4.1767 -1.3450 0.1 -0.1 0.1
C -4.7081 -2.3066 1.0310 0.0 -0.1 0.0
Se -2.1963 -2.0063 -1.3352 -0.1 -0.1 0.1
H -3.4424 -5.2784 1.3263 0.0 0.0 0.0
H -2.0665 -4.1868 1.5659 0.0 0.0 0.0
H -2.1175 -5.2446 0.1501 0.0 0.0 0.0
H -5.4915 -4.8498 -0.7934 0.0 0.0 0.0
H -4.2818 -4.7642 -2.0883 0.0 0.0 0.0
H -5.4395 -3.4524 -1.8840 0.0 0.0 0.0
H -5.7074 -2.7498 1.0898 0.0 0.0 0.0
H -4.8140 -1.2686 0.7110 0.0 0.0 0.0
H -4.2815 -2.3034 2.0382 0.0 0.0 0.0
```
Forces are in eV/Å.

These are the Mulliken partial charges, in e, on atoms 1 to 2:
1 Li 0.750
2 N -0.479

[3]
Entry from the Open Molecules 2025 dataset: a structure of composition C18H18ClO5Os at a distorted geometry (ωB97M-V/def2-TZVPD).

Results
Relative energy (zero: lowest compared OMol25 entry of this formula, charge and spin) in kcal/mol: 0.0
Frontier orbital gap (alpha / beta) in eV: 5.511 / 4.438
Expectation value of S²: 6.0733
Multiplicity: 5
Total energy in eV: -44164.311
Net charge: +1
LUMO energy (alpha / beta) in Ha: -0.1587 / -0.2676

Structure (XYZ):
```
43
Properties=species:S:1:pos:R:3:forces:R:3
C 0.6897 -2.1202 2.9160 -0.7 -1.2 0.0
C -0.7335 -2.1819 2.7828 0.2 -1.1 0.3
C -1.0385 -2.4414 1.4026 0.1 -1.3 -0.3
H -1.4548 -2.0927 3.5819 0.1 0.1 -0.1
C 0.2101 -2.5457 0.6887 -0.9 -0.6 0.7
C 1.2794 -2.2667 1.6110 -0.1 -0.4 0.2
H 2.3431 -2.2486 1.3844 -0.4 0.1 0.0
H 1.2103 -1.9897 3.8529 0.0 0.4 -0.2
H -2.0352 -2.6157 1.0037 0.3 0.1 0.1
H 0.3219 -2.8027 -0.3572 0.0 0.4 0.1
C -1.2135 2.2724 1.1571 -0.2 -0.9 1.7
C -1.1043 1.6872 2.4103 0.1 0.5 -0.4
C 0.3703 1.7117 2.8345 0.2 -0.5 -0.5
H -1.8765 1.4950 3.1556 0.0 0.0 -0.5
C 1.0483 2.2337 1.5821 -0.9 0.5 -0.5
C 0.1017 2.5305 0.6288 2.0 0.6 0.8
H 0.3084 2.9640 -0.3485 -0.1 -0.2 0.3
H -2.1489 2.5303 0.6711 0.1 -0.2 -0.1
H 0.6596 2.2609 3.7318 -0.5 0.5 -0.1
H 2.1241 2.3887 1.5826 -0.2 -0.1 -0.4
Os -0.0242 -0.5627 1.5976 0.7 1.4 -1.6
O -0.1883 -0.0559 -0.2736 -0.2 0.8 1.0
C -1.0360 -0.4931 -1.3390 0.0 0.0 -0.3
C -0.1867 -0.9911 -2.4409 0.2 -0.4 0.3
H -1.7436 -1.2618 -0.9889 0.2 0.2 -0.1
H -1.6073 0.3820 -1.6785 -0.1 -0.3 0.2
H 0.3208 -1.9364 -2.2678 -0.2 -0.1 -0.3
H 1.1687 -1.9369 -4.5249 -0.2 0.2 -0.2
C 0.8252 -0.9106 -4.6724 -0.2 0.1 0.2
C 0.1430 -0.2696 -3.5823 0.4 0.9 -1.1
C -0.1795 1.1249 -3.7588 -0.1 -0.6 -0.1
H -0.6084 1.6775 -2.9203 0.1 -0.1 -0.3
C 0.0368 1.7587 -4.9739 0.1 -0.1 0.1
H -0.2524 2.8056 -5.0959 0.2 -0.3 0.1
C 0.6165 1.0691 -6.0498 -0.1 -0.2 0.2
H 0.7619 1.5726 -7.0067 0.0 -0.2 0.3
C 1.0138 -0.2701 -5.8864 0.0 0.2 0.1
H 1.4682 -0.8034 -6.7244 -0.1 0.2 0.3
O -0.8184 1.1088 5.2808 0.6 -1.5 2.2
Cl -0.1802 0.0482 6.1470 1.1 -0.4 -4.0
O 1.3138 0.1274 6.0344 -2.3 0.0 0.8
O -0.6683 -1.3011 5.7279 0.5 1.9 1.2
O 0.7632 0.3485 3.1245 0.1 1.4 -0.3
```
Forces are in eV/Å.

These are the Mulliken partial charges, in e, on atoms 1 to 2:
1 C -0.172
2 C -0.400

[4]
Entry from the Open Molecules 2025 dataset: a structure of composition C4H8O3 at a distorted geometry (ωB97M-V/def2-TZVPD).

Results
Relative energy (zero: lowest compared OMol25 entry of this formula, charge and spin) in kcal/mol: 128.0
Frontier orbital gap in eV: 10.706
Multiplicity: 1
Total energy in eV: -10415.454
Net charge: 0
LUMO energy in Ha: 0.0359

Structure (XYZ):
```
15
Properties=species:S:1:pos:R:3:forces:R:3
C 1.3854 -0.4032 -0.0430 -1.3 0.5 -2.3
C 0.8091 1.0681 -0.0357 2.3 2.9 -0.6
C -1.4546 0.6078 -0.4273 1.3 0.7 -4.9
C -0.6421 -1.3350 0.4072 -0.5 1.3 2.3
H 1.5695 -0.7225 0.9084 0.6 0.0 3.0
H 2.2368 -0.7470 -0.5644 1.5 1.2 -1.1
H 1.0163 1.9550 -0.9794 -0.6 -3.3 2.2
H 1.3207 1.5782 0.8127 0.1 -0.3 -0.7
H -0.6783 0.4480 -1.3940 -3.1 0.6 1.1
H -2.3817 1.3002 -0.6267 1.9 -1.4 0.5
H -0.9061 -2.3957 0.6532 -0.1 1.3 -0.1
H -0.3748 -0.4759 1.4490 -0.4 -3.8 -2.9
O -0.5116 1.1441 0.4081 -0.3 1.5 1.3
O -1.8651 -0.6395 -0.0550 1.4 -1.7 0.7
O 0.4764 -1.3825 -0.5130 -2.9 0.7 1.4
```
Forces are in eV/Å.

These are the Mulliken partial charges, in e, on atoms 1 to 2:
1 C -0.568
2 C -0.255

[5]
Entry from the Open Molecules 2025 dataset: the ion CH4N3 with charge +1 at a distorted geometry (ωB97M-V/def2-TZVPD).

Results
SMILES string: [NH3+]N1C=N1
Relative energy (zero: lowest compared OMol25 entry of this formula, charge and spin) in kcal/mol: 104.1
Frontier orbital gap in eV: 10.918
Multiplicity: 1
Total energy in eV: -5560.369
Net charge: +1
LUMO energy in Ha: -0.1769

Structure (XYZ):
```
8
Properties=species:S:1:pos:R:3:forces:R:3
N -0.8867 -0.6058 0.2207 -0.2 0.7 0.3
N 0.6225 -0.3738 -0.0170 1.1 -1.8 1.9
C 1.2110 0.9244 -0.0305 -1.6 -1.3 -3.1
N 0.8387 0.4562 -1.1573 0.8 2.0 0.7
H -1.3467 -0.1708 -0.5698 -0.6 0.2 -0.3
H -1.3595 -0.3160 1.1103 0.8 -0.2 -0.6
H -0.9015 -1.6192 0.0855 -0.3 0.0 0.3
H 1.8223 1.7049 0.3580 0.0 0.4 0.8
```
Forces are in eV/Å.

These are the Mulliken partial charges, in e, on atoms 1 to 2:
1 N -0.270
2 N -0.191